# 1
{
  "formula": "H6O3",
  "method": "ωB97M-V with the def2-TZVPD basis set",
  "spin_multiplicity": 1,
  "relative_energy_kcal_mol": 10.4,
  "homo_lumo_gap_ev": 11.370,
  "homo_energy_ev": -10.90,
  "energy_ha": -229.30856,
  "e_lumo_ha": 0.01739,
  "charge": 0,
  "elements": ["O", "H", "H", "O", "H", "H", "O", "H", "H"],
  "coordinates": [[1.578, 1.708, 0.480], [1.654, 0.821, 0.085], [0.637, 1.852, 0.361], [0.600, -0.621, -0.821], [-0.262, -0.922, -0.586], [1.020, -1.385, -1.188], [-1.786, -0.839, 0.406], [-1.522, -0.579, 1.296], [-1.915, -0.039, -0.030]],
  "forces_ev_per_angstrom": [[0.00, -0.46, -0.11], [0.10, 0.27, 0.13], [-0.11, 0.33, 0.04], [1.07, 0.77, -0.37], [-1.23, -0.43, 0.65], [0.56, -0.59, -0.42], [0.22, -1.99, 1.31], [0.03, -0.18, 0.04], [-0.64, 2.27, -1.27]]
}

---

# 2
{
  "formula": "C31H43N4O3S5SeTl",
  "method": "ωB97M-V with the def2-TZVPD basis set",
  "spin_multiplicity": 1,
  "relative_energy_kcal_mol": 17.1,
  "homo_lumo_gap_ev": 7.170,
  "homo_energy_ev": -6.85,
  "energy_ha": -6216.62215,
  "e_lumo_ha": 0.01183,
  "charge": 0,
  "elements": ["Tl", "C", "C", "S", "C", "C", "S", "C", "C", "S", "H", "H", "H", "H", "H", "H", "H", "H", "H", "H", "H", "H", "O", "S", "C", "C", "C", "C", "S", "O", "C", "C", "C", "C", "C", "C", "C", "C", "C", "C", "C", "C", "H", "H", "H", "H", "H", "H", "H", "H", "H", "H", "H", "H", "H", "H", "H", "H", "H", "H", "Se", "C", "N", "C", "C", "C", "O", "C", "H", "H", "H", "H", "H", "H", "H", "H", "N", "C", "C", "N", "C", "C", "N", "H", "H", "H", "H", "H"],
  "coordinates": [[0.207, 0.455, 0.132], [5.403, 0.245, -2.281], [4.569, -0.930, -1.793], [2.782, -0.676, -1.691], [2.374, 0.074, -3.280], [2.426, 1.616, -3.433], [2.296, 2.582, -1.902], [3.727, 3.680, -1.985], [5.100, 3.043, -2.186], [5.496, 1.638, -1.116], [5.014, 0.620, -3.227], [6.417, -0.108, -2.476], [4.863, -1.208, -0.778], [4.777, -1.793, -2.430], [1.353, -0.252, -3.472], [2.998, -0.382, -4.052], [1.597, 1.909, -4.076], [3.339, 1.926, -3.939], [3.699, 4.198, -1.024], [3.583, 4.441, -2.756], [5.853, 3.813, -2.008], [5.240, 2.728, -3.221], [-2.350, -0.232, 1.062], [-2.530, -1.618, 1.617], [-3.115, -2.643, 0.222], [-2.210, -2.566, -1.018], [-2.921, -1.951, -2.227], [-3.295, -0.479, -2.005], [-2.310, 0.614, -3.073], [-0.867, 0.294, -2.842], [-2.641, 2.141, -2.183], [-3.940, 2.567, -1.929], [-4.143, 3.757, -1.249], [-3.058, 4.520, -0.834], [-1.768, 4.096, -1.111], [-1.556, 2.907, -1.794], [-4.106, -1.592, 2.472], [-4.490, -2.709, 3.203], [-5.694, -2.688, 3.887], [-6.496, -1.552, 3.856], [-6.090, -0.436, 3.139], [-4.887, -0.452, 2.444], [-4.136, -2.328, -0.003], [-3.160, -3.655, 0.631], [-1.873, -3.572, -1.271], [-1.302, -2.006, -0.796], [-3.825, -2.524, -2.446], [-2.274, -2.049, -3.101], [-3.135, -0.168, -0.971], [-4.332, -0.275, -2.278], [-4.792, 1.982, -2.252], [-5.153, 4.089, -1.041], [-3.222, 5.445, -0.295], [-0.916, 4.683, -0.791], [-0.552, 2.570, -2.015], [-3.848, -3.581, 3.255], [-6.001, -3.555, 4.458], [-7.431, -1.536, 4.400], [-6.709, 0.452, 3.122], [-4.544, 0.405, 1.877], [0.652, -3.896, 3.170], [0.531, -2.767, 1.776], [0.381, -2.029, 0.883], [3.510, 1.687, 3.642], [2.428, 0.843, 4.338], [2.099, -0.206, 3.287], [2.195, 0.507, 2.052], [3.335, 1.356, 2.146], [4.506, 1.400, 3.978], [3.404, 2.755, 3.842], [1.534, 1.437, 4.541], [2.764, 0.409, 5.278], [1.100, -0.629, 3.363], [2.817, -1.034, 3.295], [3.154, 2.222, 1.508], [4.212, 0.837, 1.751], [0.575, 4.431, 4.917], [-0.305, 3.837, 4.041], [0.152, 3.213, 2.864], [-0.682, 2.657, 2.014], [-1.988, 2.716, 2.293], [-2.431, 3.344, 3.439], [-1.599, 3.901, 4.320], [1.517, 4.074, 4.924], [0.192, 4.623, 5.829], [1.213, 3.170, 2.636], [-2.661, 2.241, 1.592], [-3.489, 3.395, 3.669]],
  "forces_ev_per_angstrom": [[0.04, 0.00, -0.02], [0.01, -0.03, -0.02], [0.05, 0.05, 0.01], [0.04, -0.03, -0.01], [-0.01, 0.05, -0.05], [0.00, -0.04, -0.04], [-0.06, 0.00, 0.01], [0.03, 0.05, -0.01], [0.02, 0.05, -0.02], [0.00, -0.01, 0.01], [-0.01, -0.02, 0.01], [0.01, 0.01, 0.04], [0.00, -0.02, -0.01], [-0.04, 0.02, -0.03], [-0.02, 0.01, 0.08], [-0.02, -0.01, 0.00], [0.02, 0.00, -0.02], [0.02, 0.00, 0.05], [-0.01, -0.02, 0.00], [-0.03, -0.02, 0.00], [0.00, -0.01, 0.01], [-0.02, -0.02, 0.01], [0.01, 0.17, -0.05], [-0.14, -0.18, -0.02], [0.04, -0.05, -0.04], [0.00, 0.01, 0.00], [0.01, 0.01, 0.04], [-0.02, 0.00, 0.00], [-0.07, -0.02, 0.03], [0.02, 0.02, 0.03], [-0.04, -0.05, -0.03], [-0.04, -0.01, -0.02], [0.00, 0.01, 0.01], [0.00, 0.00, 0.00], [0.00, 0.02, 0.02], [0.07, -0.01, 0.02], [0.07, -0.04, 0.09], [0.06, -0.03, 0.02], [-0.06, 0.02, 0.01], [0.03, -0.05, 0.00], [0.02, 0.04, -0.04], [-0.04, 0.01, -0.06], [0.01, 0.05, 0.03], [0.00, 0.01, 0.01], [0.00, 0.01, -0.01], [-0.01, 0.01, -0.01], [-0.01, 0.00, -0.01], [0.02, -0.01, 0.01], [0.04, 0.01, 0.00], [0.01, 0.01, 0.00], [0.01, 0.00, 0.00], [0.00, 0.00, 0.00], [0.00, 0.00, 0.00], [0.00, 0.00, 0.00], [0.00, 0.00, -0.02], [0.02, 0.03, -0.02], [0.00, 0.01, 0.00], [0.00, 0.00, 0.00], [0.00, -0.01, 0.00], [0.00, 0.02, 0.02], [-0.01, 0.12, -0.11], [-0.13, -0.13, 0.08], [0.17, 0.01, 0.04], [0.03, 0.02, 0.01], [-0.02, 0.01, 0.01], [-0.01, -0.04, -0.03], [-0.05, 0.04, 0.09], [0.01, -0.02, -0.06], [0.00, 0.01, 0.01], [-0.03, -0.01, -0.01], [0.01, 0.01, 0.01], [0.01, -0.02, -0.01], [0.00, 0.01, -0.01], [0.00, 0.01, 0.01], [0.00, 0.00, 0.01], [0.01, -0.01, -0.01], [0.03, 0.01, 0.01], [0.00, -0.04, -0.07], [-0.03, 0.04, 0.08], [0.02, 0.00, 0.00], [0.00, 0.00, -0.05], [0.02, 0.00, 0.01], [-0.01, -0.01, 0.01], [0.00, 0.00, 0.00], [-0.01, 0.00, 0.00], [-0.01, -0.02, -0.01], [-0.02, -0.01, 0.01], [0.01, 0.00, 0.00]]
}

---

# 3
{
  "formula": "C5H11FN",
  "method": "ωB97M-V with the def2-TZVPD basis set",
  "spin_multiplicity": 1,
  "relative_energy_kcal_mol": 124.9,
  "homo_lumo_gap_ev": [8.598, 8.746],
  "homo_energy_ev": [-12.97, -13.19],
  "energy_ha": -351.29670,
  "e_lumo_ha": [-0.16061, -0.16339],
  "charge": 1,
  "elements": ["C", "C", "C", "C", "C", "N", "F", "H", "H", "H", "H", "H", "H", "H", "H", "H", "H", "H"],
  "coordinates": [[2.339, -1.107, -0.443], [1.887, -0.063, 0.097], [-0.961, -0.074, -1.234], [-1.118, -0.756, 1.138], [-0.687, 0.223, 0.138], [-0.596, 1.672, 0.487], [2.396, 1.075, 0.623], [3.402, -1.151, -0.775], [1.704, -1.843, -0.961], [-0.181, 0.390, -1.994], [-1.957, 0.363, -1.549], [-0.964, -1.202, -1.274], [-2.207, -0.827, 1.482], [-0.481, -0.879, 2.003], [-0.969, -1.669, 0.617], [-1.564, 2.059, 0.477], [0.051, 2.119, -0.222], [-0.094, 1.671, 1.389]],
  "forces_ev_per_angstrom": [[2.18, -2.26, -2.86], [-3.38, 3.50, 2.03], [0.25, 0.26, -3.14], [-1.23, -0.54, 1.25], [2.74, 0.23, 0.88], [0.70, -0.77, -0.65], [-0.18, -1.30, -0.58], [-0.58, -0.10, 0.70], [0.12, 0.37, 0.76], [-1.48, -1.08, 1.49], [0.63, -0.73, 0.14], [-0.14, 1.41, -0.74], [1.16, 0.70, -0.56], [0.08, 0.52, 0.42], [0.00, -1.07, -0.26], [0.93, 0.38, 0.37], [-1.13, -0.23, 0.92], [-0.66, 0.71, -0.16]]
}

---

# 4
{
  "formula": "C5H14N3",
  "method": "ωB97M-V with the def2-TZVPD basis set",
  "spin_multiplicity": 1,
  "relative_energy_kcal_mol": 43.9,
  "homo_lumo_gap_ev": 9.936,
  "homo_energy_ev": -12.76,
  "energy_ha": -362.90920,
  "e_lumo_ha": -0.10382,
  "charge": 1,
  "elements": ["C", "C", "N", "N", "H", "H", "H", "H", "H", "H", "H", "C", "C", "C", "N", "H", "H", "H", "H", "H", "H", "H"],
  "coordinates": [[-1.925, 0.645, 0.915], [-1.145, 1.720, 0.862], [-1.450, 2.912, 1.490], [-1.456, -0.650, 0.384], [-2.914, 0.608, 1.344], [-0.169, 1.733, 0.392], [-1.188, 3.745, 0.980], [-2.390, 2.986, 1.857], [-2.243, -1.123, -0.059], [-1.147, -1.246, 1.155], [-0.621, -0.614, -0.305], [2.329, -1.484, 0.574], [1.753, -1.864, -0.787], [0.964, -0.284, -2.331], [0.769, -0.865, -1.224], [3.092, -2.206, 0.857], [2.727, -0.471, 0.552], [1.578, -1.526, 1.369], [1.209, -2.807, -0.695], [2.559, -1.964, -1.514], [1.805, -0.508, -2.985], [0.247, 0.469, -2.652]],
  "forces_ev_per_angstrom": [[0.26, -0.38, -0.37], [-0.15, 0.80, 0.50], [-0.17, -0.19, -0.49], [-0.26, 0.13, 0.39], [0.04, 0.07, 0.11], [-0.03, -0.28, -0.13], [0.15, -0.06, 0.18], [0.06, 0.00, 0.04], [0.16, -0.09, -0.14], [-0.05, -0.09, -0.08], [0.07, 0.01, 0.04], [-0.32, -0.13, 0.06], [-0.28, 0.17, 0.40], [-0.31, 0.07, 0.16], [0.27, 0.03, -0.22], [0.17, 0.17, -0.04], [0.23, -0.08, 0.02], [-0.07, 0.05, -0.12], [0.18, -0.10, -0.14], [-0.07, -0.09, -0.12], [0.07, 0.00, 0.05], [0.06, -0.01, -0.11]]
}